Record 1
ORCA calculation (the ωB97M-V functional and the def2-TZVPD basis) on C43H35N3O6PdS2Sb as an isolated structure.

Properties
Multiplicity: 3
M (Da): 982.08
Total charge: -1
Relative energy (zero: lowest compared OMol25 entry of this formula, charge and spin) (eV): 1.2180

Each line ends with the Mulliken charge.
CARTESIAN COORDINATES (ANGSTROEM)
Pd 0.67380 1.48834 -1.03726  -0.230
O 1.59428 5.21913 0.20991  -0.802
S 0.35922 4.47966 0.31451  1.385
O -0.81601 5.26952 0.55193  -0.718
O 0.22538 3.52193 -0.82829  -0.692
C 0.56573 3.42776 1.75637  0.377
C 1.85727 3.32304 2.26927  -0.331
C 2.10105 2.60641 3.42811  -0.643
C 1.05053 2.00573 4.10732  -0.645
C -0.22945 2.07414 3.59025  -1.030
C -0.47513 2.76058 2.40178  0.062
S -2.13834 2.50356 1.79512  1.692
O -2.12821 0.95782 1.69566  -0.660
O -3.04112 2.93836 2.81363  -0.849
O -2.30134 2.96750 0.44682  -0.493
H 2.65832 3.82099 1.74014  0.583
H 3.11237 2.53081 3.80738  0.409
H 1.22882 1.46070 5.02567  0.422
H -1.04397 1.56199 4.08482  0.382
N 7.84468 -4.48382 2.80611  -0.601
C 7.07782 -3.82171 2.25959  -0.038
C 6.12441 -3.00036 1.57979  0.522
C 5.71235 -3.32631 0.28690  -0.948
C 4.78714 -2.53486 -0.36471  -0.310
C 4.23263 -1.40504 0.25183  0.249
C 4.68471 -1.07687 1.53819  -0.390
C 5.60869 -1.85899 2.19944  -1.047
C 3.24668 -0.54833 -0.41220  0.858
C 3.51983 0.84241 -0.44761  0.320
C 4.74547 1.49168 -0.20390  -0.317
C 4.58038 2.83549 -0.55740  -1.419
C 3.26944 2.98334 -0.98975  -0.983
N 2.63505 1.79079 -0.91067  0.112
C 2.11954 -1.11979 -1.08373  -0.270
C 1.84818 -2.46655 -1.38810  -0.524
C 0.66407 -2.49549 -2.12869  -2.071
C 0.23159 -1.18610 -2.24610  -0.877
N 1.12026 -0.34948 -1.62648  -0.178
H 6.13318 -4.19363 -0.20489  0.451
H 4.49679 -2.77585 -1.37756  0.703
H 4.28726 -0.18969 2.01449  0.819
H 5.93401 -1.59844 3.19816  0.452
H 5.65397 1.01009 0.12266  0.565
H 5.31955 3.61960 -0.51326  0.434
H 2.74858 3.87185 -1.29708  0.862
H 2.43928 -3.31499 -1.09111  0.631
H 0.17724 -3.36306 -2.54726  0.489
H -0.60846 -0.80896 -2.80629  1.154
C -3.58738 -1.34893 -2.72168  -1.615
C -4.12000 -1.44641 -1.31464  1.229
C -5.28685 -2.18756 -1.12765  -0.860
C -5.81556 -2.41225 0.13137  -0.647
C -5.15998 -1.90611 1.24346  -0.866
C -4.00506 -1.15986 1.07454  -0.412
C -3.48637 -0.90465 -0.19445  0.806
Sb -1.68022 0.29528 -0.24655  1.790
C -0.51983 -1.26293 0.81320  0.172
C 0.42840 -0.70373 1.66268  0.366
C 1.15956 -1.48257 2.54270  -0.681
C 0.96209 -2.85385 2.55572  -1.020
C 0.04970 -3.41769 1.68196  -0.592
C -0.70314 -2.64643 0.79358  1.499
C -1.63257 -3.37510 -0.14181  -1.850
C -2.44626 1.47520 -2.19183  2.052
C -1.56720 1.58552 -3.25474  -0.632
C -1.96087 2.22846 -4.42030  -1.063
C -3.23227 2.77133 -4.49945  -0.779
C -4.08482 2.68456 -3.41170  -0.746
C -3.71191 2.05632 -2.22009  0.896
C -4.68187 2.09981 -1.07100  -1.592
H -3.71446 -2.30913 -3.22406  0.621
H -2.52975 -1.09736 -2.75300  -0.043
H -4.11431 -0.58880 -3.30250  0.399
H -5.77418 -2.61220 -1.99864  0.433
H -6.72337 -2.99179 0.24336  0.391
H -5.54141 -2.08776 2.24007  0.416
H -3.50544 -0.77096 1.94991  0.398
H 0.60976 0.36712 1.64920  -0.465
H 1.88615 -1.01768 3.19534  0.434
H 1.53219 -3.48580 3.22584  0.389
H -0.08037 -4.49467 1.66673  0.402
H -1.22186 -4.36195 -0.36012  0.527
H -1.74260 -2.85190 -1.08855  0.045
H -2.62627 -3.50715 0.29279  0.356
H -0.56118 1.18413 -3.20844  0.184
H -1.26670 2.30959 -5.24684  0.459
H -3.55532 3.28180 -5.39790  0.383
H -5.07172 3.13108 -3.46800  0.422
H -5.70518 2.10114 -1.44889  0.546
H -4.52243 3.01005 -0.49309  0.342
H -4.57664 1.25887 -0.39007  0.040



Record 2
ORCA calculation (the ωB97M-V functional and the def2-TZVPD basis) on C43H36BClI2N4O4STeTi as an isolated structure.

Properties
Multiplicity: 3
M (Da): 1180.39
Total charge: -2
Relative energy (zero: lowest compared OMol25 entry of this formula, charge and spin) (eV): 1.5195

Each line ends with the Mulliken charge.
CARTESIAN COORDINATES (ANGSTROEM)
Ti 0.31200 -0.41704 -0.12341  0.306
Cl -3.22778 -4.38251 -5.26177  -0.307
C -2.12469 -3.48805 -4.20932  0.298
C -1.08990 -2.76399 -4.77777  -0.859
C -0.23453 -2.06232 -3.92584  -0.303
C -0.39529 -2.06241 -2.54147  0.128
O 0.43832 -1.38961 -1.78311  0.264
C -1.46995 -2.82566 -1.96782  0.366
C -1.65730 -2.91113 -0.56531  -0.663
N -0.90807 -2.22703 0.31751  0.717
C -1.10752 -2.38666 1.65819  0.149
C -2.18037 -3.00068 2.29688  -1.004
C -2.15515 -3.24450 3.68305  -1.131
C -1.05566 -2.92048 4.43400  -0.827
C 0.02951 -2.24381 3.82490  0.521
C 1.28323 -2.01128 4.47613  -0.991
C 2.19628 -1.22556 3.87321  -0.619
C 1.84328 -0.57921 2.63865  -0.787
N 0.91532 -1.12530 1.84453  1.230
C -0.04341 -1.87747 2.47704  0.641
C -2.32010 -3.53310 -2.84631  -1.217
H -0.95073 -2.75121 -5.85016  0.403
H 0.59188 -1.48853 -4.32800  0.410
H -2.41167 -3.61129 -0.20783  0.025
H -3.04042 -3.31586 1.71798  0.303
H -3.01042 -3.71989 4.15029  0.347
H -1.00604 -3.15890 5.49001  0.379
H 1.48003 -2.48105 5.43352  0.360
H 3.16099 -1.01384 4.31361  0.514
H 2.60819 -0.01570 2.12055  0.462
H -3.13595 -4.11808 -2.43722  0.380
I -3.46962 6.42019 0.21571  -0.021
C -2.34640 4.67240 0.40356  -0.388
C -0.96615 4.73569 0.33504  -0.252
C -0.22209 3.57126 0.47515  0.551
I 1.84430 3.71096 0.32186  0.030
C -0.83222 2.32000 0.67531  -1.263
O -0.16656 1.20733 0.80189  -0.132
C -2.24245 2.29845 0.72175  1.046
C -2.91216 0.95786 0.83359  -1.448
N -2.54223 0.08928 -0.27825  0.009
C -2.89939 0.53536 -1.60534  -1.345
C -1.89874 1.51570 -2.17505  0.750
C -2.31036 2.64186 -2.87725  -0.992
C -1.35100 3.47673 -3.42579  -0.502
C -0.01552 3.15179 -3.27845  -0.844
C 0.30731 2.00950 -2.55539  -0.939
N -0.61011 1.22357 -2.00146  1.001
C -2.98622 3.45769 0.60121  -0.632
H -0.46011 5.67468 0.16145  0.430
H -2.58115 0.45616 1.74750  0.353
H -4.00153 1.11084 0.89970  0.402
H -2.89194 -0.84587 -0.11986  0.411
H -2.86316 -0.34748 -2.25208  0.328
H -3.91265 0.96402 -1.67609  0.415
H -3.36676 2.86155 -2.96619  0.452
H -1.64751 4.37888 -3.94840  0.375
H 0.77287 3.77225 -3.68222  0.479
H 1.33943 1.72125 -2.39690  0.653
H -4.06738 3.39971 0.63981  0.410
C 8.07084 -2.31261 -3.89911  -1.603
C 8.01340 -1.92780 -2.41403  2.014
C 9.24492 -1.08081 -2.06763  -1.669
C 8.08088 -3.21117 -1.58458  -2.114
C 6.72913 -1.13626 -2.14839  0.687
C 6.57746 0.13419 -2.70549  -0.414
C 5.41906 0.89579 -2.52680  -1.945
C 4.40726 0.34517 -1.77512  1.245
O 3.19813 0.85831 -1.44621  -0.058
B 2.48859 -0.12803 -0.65032  -0.107
O 3.42169 -1.22591 -0.52718  -0.203
C 4.53927 -0.91687 -1.21869  0.252
C 5.68010 -1.67164 -1.38800  -1.123
H 8.96809 -2.90243 -4.11165  0.423
H 8.08586 -1.42389 -4.53225  0.341
H 7.19509 -2.90281 -4.17458  0.369
H 10.15933 -1.65675 -2.23834  0.444
H 9.21931 -0.77650 -1.01959  0.385
H 9.29976 -0.17785 -2.67573  0.311
H 9.04182 -3.70394 -1.75322  0.435
H 7.29348 -3.91353 -1.86251  0.349
H 7.98808 -3.00295 -0.51727  0.432
H 7.37618 0.55337 -3.30591  0.296
H 5.31882 1.88152 -2.96270  0.483
H 5.73414 -2.65155 -0.93568  0.517
Te 0.52464 1.71626 3.79113  -0.055
C 1.30266 1.90209 5.74400  -0.031
C 2.44042 1.41398 6.33693  -0.221
C 2.59464 1.79247 7.70346  -0.576
C 1.57211 2.57027 8.15458  -0.479
S 0.42690 2.83122 6.90093  -0.193
H 3.16002 0.80740 5.80689  0.294
H 3.43408 1.49271 8.31866  0.331
H 1.43929 2.99855 9.13579  0.347